w.
The following is a quantum chemistry calculation of a cluster of 2 separate species, C3H10N2OP in total, from the OMol25 dataset.

Each line ends with the natural charge from an NBO analysis.
Atoms and positions in Å:
1 C 0.626 1.024 -0.478  0.20
2 C 1.221 1.797 -1.542  -0.66
3 C -0.137 -0.185 -1.057  0.67
4 N 0.793 1.270 0.738  -0.47
5 N -0.292 -0.380 -2.332  -0.68
6 O -0.551 -1.198 -0.311  -0.64
7 P -0.905 -1.752 3.117  -0.07
8 H 1.892 1.152 -2.132  0.24
9 H 0.358 2.128 -2.212  0.22
10 H 1.659 2.614 -1.137  0.27
11 H 0.379 0.597 1.444  0.36
12 H -0.480 -1.351 -2.579  0.45
13 H -0.116 0.314 -2.997  0.44
14 H -2.252 -1.506 2.748  0.03
15 H -0.435 -1.231 0.716  0.54
16 H -0.637 -0.590 3.895  0.03
17 H -1.122 -2.703 4.119  0.07

Charge: +1
HOMO, eV: -13.6
E_LUMO, eV: -5.06



x.
The following is a quantum chemistry calculation of a cluster of 2 separate species, C3H10N2OP in total, from the OMol25 dataset.

Each line ends with the natural charge from an NBO analysis.
Atoms and positions in Å:
1 C -1.737 1.573 0.083  -0.42
2 C 2.625 0.668 -0.712  -0.51
3 C -0.311 -2.345 0.291  -0.99
4 N -1.524 0.170 0.334  -0.85
5 N 1.700 0.147 0.185  0.14
6 O 1.435 0.727 1.210  -0.22
7 P -0.572 -0.694 -0.704  1.19
8 H -1.237 2.204 0.890  0.23
9 H -1.245 1.785 -0.805  0.21
10 H -2.748 1.815 0.122  0.23
11 H 3.046 -0.082 -1.360  0.24
12 H 3.350 1.202 -0.267  0.24
13 H 2.148 1.406 -1.276  0.26
14 H 0.125 -2.447 1.207  0.26
15 H 0.515 -2.941 -0.196  0.27
16 H -1.183 -3.012 0.133  0.27
17 H -1.906 -0.158 1.188  0.43

Charge: +1
HOMO (spin up / spin down), eV: -13.9 / -13.9
E_LUMO (spin up / spin down), eV: -5.61 / -5.60



y.
The following is a quantum chemistry calculation of the ion C3H10N2OP with charge +1, from the OMol25 dataset.

Each line ends with the natural charge from an NBO analysis.
Atoms and positions in Å:
1 C -2.587 0.871 -0.267  -0.46
2 C 1.681 0.814 -0.087  -0.46
3 C 1.927 -1.738 -0.111  -0.43
4 N -2.665 -0.519 -0.082  -0.88
5 N 1.114 -0.554 -0.435  -0.10
6 O -0.267 -0.518 -0.186  -0.65
7 P -1.377 -1.558 0.143  1.46
8 H -2.009 1.250 0.593  0.23
9 H -2.082 1.139 -1.307  0.23
10 H -3.597 1.211 -0.590  0.25
11 H 2.778 1.001 -0.272  0.25
12 H 1.468 0.911 0.965  0.21
13 H 1.343 1.389 -0.903  0.24
14 H 2.220 -1.790 0.890  0.20
15 H 2.853 -1.478 -0.764  0.26
16 H 1.306 -2.585 -0.300  0.21
17 H -3.578 -0.793 0.181  0.44

Charge: +1
SMILES string: C/[NH+]=P\ON(C)C
HOMO (spin up / spin down), eV: -13.1 / -13.1
E_LUMO (spin up / spin down), eV: -5.34 / -5.34



Most stable: w. Least stable: x.



w.
The following is a quantum chemistry calculation of a cluster of 2 separate species, C2H8OSi2 in total, from the OMol25 dataset.

Each line ends with the natural charge from an NBO analysis.
Atoms and positions in Å:
1 C 4.674 0.339 -0.289  0.51
2 C 0.622 -1.034 -0.063  -1.09
3 O 3.542 0.354 -0.418  -0.51
4 Si -2.275 0.714 -0.384  0.36
5 Si -0.508 -0.023 1.014  0.66
6 H 0.712 -0.355 -1.009  0.23
7 H -0.005 -1.846 -0.494  0.24
8 H 1.601 -1.260 0.255  0.25
9 H -3.545 -0.175 -0.379  -0.13
10 H -2.928 2.112 -0.162  -0.11
11 H -1.634 0.590 -1.711  -0.13
12 H 0.213 1.295 1.300  -0.16
13 H -0.468 -0.709 2.339  -0.13

HOMO, eV: -10.2
E_LUMO, eV: 0.92



x.
The following is a quantum chemistry calculation of a structure of composition C2H8OSi2, from the OMol25 dataset.

Each line ends with the natural charge from an NBO analysis.
Atoms and positions in Å:
1 C 1.253 0.009 0.387  0.26
2 C 1.433 1.389 -0.180  -0.70
3 O 1.799 -0.338 1.415  -0.55
4 Si -2.374 -0.445 0.507  0.47
5 Si 0.212 -1.278 -0.630  0.53
6 H 1.779 2.034 0.500  0.22
7 H 0.449 1.914 -0.632  0.21
8 H 2.074 1.217 -0.936  0.23
9 H -1.765 0.135 1.746  -0.12
10 H -2.682 0.261 -0.735  -0.14
11 H -3.647 -1.397 0.862  -0.11
12 H 0.888 -2.435 -0.178  -0.16
13 H 0.581 -1.064 -2.127  -0.14

HOMO, eV: -8.5
E_LUMO, eV: -0.41



Most stable: w. Least stable: x.



w.
The following is a quantum chemistry calculation of the molecule C2H4N4S, from the OMol25 dataset.

Each line ends with the natural charge from an NBO analysis.
Atoms and positions in Å:
1 C 0.612 0.731 0.043  0.26
2 C 1.881 0.200 0.046  -0.18
3 H 0.762 2.658 -0.510  0.39
4 H -0.260 2.427 0.790  0.38
5 H 2.870 0.657 0.252  0.23
6 H -2.196 -0.350 1.205  0.11
7 N 0.096 2.028 -0.112  -0.82
8 N 1.718 -1.170 -0.044  -0.22
9 N 0.460 -1.495 -0.048  -0.06
10 N -0.194 -0.330 0.082  -0.32
11 S -1.918 -0.263 -0.088  0.23

SMILES string: Nc1cnnn1S
HOMO, eV: -9.2
E_LUMO, eV: 0.51



x.
The following is a quantum chemistry calculation of a structure of composition C2H4N4S, from the OMol25 dataset.

Each line ends with the natural charge from an NBO analysis.
Atoms and positions in Å:
1 C -1.194 0.279 -1.126  -0.19
2 C 0.106 0.017 -0.726  -0.04
3 N -2.306 0.482 -0.308  -0.14
4 N -2.043 0.557 0.888  -0.36
5 N 0.593 -0.548 0.387  -0.28
6 N 1.850 -0.395 0.928  -0.64
7 S -1.033 -0.140 1.852  0.48
8 H -1.322 0.722 -2.120  0.21
9 H 0.789 0.230 -1.633  0.19
10 H 2.036 -1.266 1.504  0.39
11 H 2.524 0.061 0.353  0.37

HOMO, eV: -7.6
E_LUMO, eV: -0.30



Most stable: w. Least stable: x.



w.
The following is a quantum chemistry calculation of the molecule C2H4N4S, from the OMol25 dataset.

Each line ends with the natural charge from an NBO analysis.
Atoms and positions in Å:
1 C 0.188 0.578 1.592  0.19
2 C 0.204 -0.700 -0.245  0.54
3 H -1.615 1.341 -2.062  0.10
4 H 0.268 0.852 2.662  0.21
5 H 0.536 -1.528 1.675  0.43
6 H 0.112 -1.518 -1.961  0.36
7 N -0.027 0.652 -0.482  -0.44
8 N -0.027 1.424 0.672  -0.27
9 N 0.367 -0.708 1.143  -0.59
10 N 0.277 -1.733 -0.987  -0.77
11 S -0.283 1.341 -2.008  0.24

SMILES string: [H]/N=c1/[nH]cnn1S
HOMO, eV: -8.4
E_LUMO, eV: 0.74



x.
The following is a quantum chemistry calculation of a cluster of 2 separate species, C2H4N4S in total, from the OMol25 dataset.

Each line ends with the natural charge from an NBO analysis.
Atoms and positions in Å:
1 C -0.647 -1.243 -1.448  0.38
2 C 0.738 0.044 0.153  0.56
3 N -0.864 -1.487 -2.571  -0.29
4 N 1.562 -0.322 1.056  -0.63
5 N 0.674 1.312 -0.375  -0.81
6 N -0.238 -0.909 -0.303  -0.44
7 S -1.964 0.651 1.176  -0.05
8 H 1.462 -1.281 1.444  0.37
9 H 1.006 2.072 0.121  0.40
10 H 0.109 1.599 -1.118  0.40
11 H -1.839 -0.434 1.866  0.11

HOMO (spin up / spin down), eV: -9.8 / -9.7
E_LUMO (spin up / spin down), eV: -3.97 / -3.97



Most stable: w. Least stable: x.